[1]
14
Properties=species:S:1:pos:R:3:forces:R:3:mulliken_charge:R:1 method="wB97M-V/def2-TZVPD" e_lumo_ha="0.1369 / 0.1336" homo_energy_ev="-1.2 / -2.4" e_above_lowest_kj_mol=160.1 largest_force_ha_per_bohr=0.07322 s_squared=0.761 total_charge=-1 spin_multiplicity=2 total_energy_ha=-437.1587
C -1.445 0.747 -0.480 -2.236 -0.188 1.771 -1.377
C 0.045 0.858 -0.276 0.229 -0.271 -0.533 0.035
O 0.649 -0.439 -0.333 1.561 1.748 0.280 0.003
C 1.847 -0.532 0.417 0.062 0.052 -0.053 -0.870
Cd -0.728 -2.107 -0.263 0.566 -3.120 -2.031 -0.019
H -1.982 0.294 0.520 1.173 1.071 -2.179 0.285
H -1.807 1.710 -0.869 -0.056 0.257 0.728 0.340
H 0.292 1.321 0.694 -0.272 -0.110 -0.186 0.266
H 0.509 1.473 -1.065 0.024 -0.031 0.120 0.254
H 2.205 -1.566 0.332 -0.090 0.274 -0.036 0.288
H 2.593 0.167 0.014 0.023 -0.134 0.060 0.276
H 1.674 -0.298 1.479 -0.063 -0.071 -0.219 0.305
O -1.965 -1.713 1.069 -1.996 0.773 2.266 -1.160
H -1.888 0.084 -1.238 1.076 -0.250 0.012 0.373

=====

[2]
123
Properties=species:S:1:pos:R:3:forces:R:3:mulliken_charge:R:1 method="wB97M-V/def2-TZVPD" e_lumo_ha=0.0785 homo_energy_ev=-5.0 largest_force_ha_per_bohr=0.14425 total_charge=-1 total_energy_ha=-5442.0332
C -4.845 -1.765 -5.240 -0.530 -0.250 0.754 -0.992
C -4.633 -1.029 -3.823 0.630 -0.370 -0.424 -0.347
C -3.091 -1.112 -3.348 -0.528 1.596 0.264 -0.581
C -2.624 0.399 -3.023 0.033 -0.981 -0.483 -0.558
C -1.046 0.523 -2.779 -0.901 0.939 -0.818 -0.905
C -0.734 1.961 -2.137 1.007 -0.197 -0.401 0.452
C 0.301 1.897 -0.900 1.414 0.378 -1.705 -1.352
P -0.528 2.130 0.805 -4.982 -0.027 -2.173 1.118
C -0.491 4.042 0.508 0.259 1.363 0.285 -0.713
S -1.953 4.781 1.404 -0.072 0.226 -0.142 -0.170
C -3.275 5.303 0.211 -0.641 -1.146 -0.957 -0.158
C -3.872 4.083 -0.674 -0.075 0.934 -0.192 -0.549
N -0.726 0.377 1.096 -0.167 -0.159 0.065 -0.313
C -2.111 -0.100 0.898 -0.414 -1.639 0.730 0.007
C -3.164 0.452 1.965 0.123 1.517 -0.538 -0.822
S 1.390 2.152 1.880 6.607 -2.420 -2.348 0.820
O 2.489 2.885 1.117 -2.691 -0.345 1.863 -0.816
O 1.937 0.740 2.097 -2.166 2.790 0.840 -0.485
C 1.326 2.932 3.580 0.433 2.005 2.150 0.468
F 0.176 3.683 3.849 1.730 -1.407 -0.641 -0.242
F 2.411 3.847 3.682 -1.972 -1.670 -0.161 -0.268
C 1.547 1.889 4.777 0.188 0.455 1.006 0.598
F 1.249 2.520 6.008 0.607 -1.218 -2.271 -0.298
F 2.908 1.591 4.804 -2.773 -0.178 0.136 -0.243
F 0.730 0.778 4.707 1.889 2.089 0.130 -0.155
H -5.580 -1.174 -5.869 0.725 -0.893 0.700 0.281
H -5.259 -2.810 -5.027 0.533 1.344 -0.631 0.231
H -3.891 -1.872 -5.842 -1.025 0.212 0.859 0.296
H -5.292 -1.473 -2.998 0.724 0.629 -1.363 0.319
H -4.935 0.058 -3.989 0.488 -1.344 0.525 0.280
H -2.955 -1.715 -2.394 -0.178 0.487 -1.344 0.202
H -2.454 -1.518 -4.193 -0.660 0.322 1.115 0.275
H -3.242 0.797 -2.151 0.941 -0.545 -0.942 0.196
H -2.950 1.011 -3.938 0.714 -0.603 1.270 0.491
H -0.572 0.497 -3.825 -0.527 -0.113 1.476 0.409
H -0.595 -0.348 -2.212 -0.758 1.051 -0.337 0.318
H -1.691 2.517 -1.899 1.061 -0.782 -0.034 -0.657
H -0.218 2.566 -2.966 -0.727 -0.705 1.189 0.390
H 1.049 2.745 -1.094 -0.885 -1.254 0.516 0.471
H 0.887 0.933 -1.030 -0.551 1.054 0.327 0.373
H -1.178 2.360 2.078 0.585 0.159 0.149 0.154
H -1.862 2.146 0.205 0.363 0.236 -0.068 -0.892
H -0.559 4.316 -0.589 0.182 -0.376 1.233 0.377
H 0.437 4.541 0.969 -1.287 -0.483 -0.828 0.370
H -2.871 6.093 -0.498 -0.731 -0.774 1.003 0.010
H -4.154 5.669 0.839 1.541 -0.101 -0.588 0.275
H -4.977 4.276 -0.922 1.563 -0.079 0.215 0.454
H -3.839 3.091 -0.133 0.288 1.190 -0.677 -0.102
H -3.278 4.089 -1.648 -0.904 -0.509 1.261 0.114
H -0.036 -0.196 0.604 -0.549 0.113 0.265 0.129
H -2.082 -1.241 1.034 0.017 1.477 -0.251 0.403
H -2.531 0.076 -0.145 0.447 0.017 1.004 -0.289
H -3.557 1.445 1.542 0.461 -1.275 0.742 0.054
H -2.672 0.742 2.958 -0.664 -0.804 -1.353 0.170
H -4.079 -0.204 2.104 1.296 0.490 -0.129 0.365
C 6.037 -0.546 -1.787 0.113 0.426 -0.355 -0.635
O 5.958 -1.787 -1.093 -0.345 -0.390 0.045 -0.379
P 4.520 -2.294 -0.594 -0.776 0.325 0.436 1.244
O 3.388 -1.938 -1.478 0.934 -0.186 0.334 -0.629
O 4.413 -1.779 0.906 0.156 -1.362 -0.813 -0.296
C 4.220 -0.388 1.152 0.286 0.564 0.171 -0.265
O 4.741 -3.859 -0.369 0.066 0.779 0.462 -0.335
C 4.763 -4.695 -1.514 0.133 -0.214 -0.523 -0.864
H 6.812 0.069 -1.326 -0.024 -0.131 0.053 0.247
H 6.308 -0.738 -2.827 -0.051 0.016 0.066 0.264
H 5.095 0.003 -1.763 0.016 -0.110 -0.030 0.288
H 3.761 0.117 0.300 -0.101 -0.062 0.122 0.184
H 5.184 0.076 1.379 0.035 -0.049 -0.104 0.264
H 3.566 -0.279 2.010 0.188 -0.138 -0.215 0.014
H 5.726 -4.614 -2.022 -0.038 0.042 -0.013 0.319
H 3.957 -4.436 -2.203 0.076 0.049 -0.006 0.419
H 4.622 -5.724 -1.188 0.133 0.158 0.057 0.194
C 2.403 -8.576 2.230 0.472 -0.070 0.456 -0.700
O 1.114 -8.425 1.645 -0.240 -0.202 -0.588 -0.152
P 0.999 -8.347 0.049 0.198 0.288 -0.388 1.057
O 1.984 -9.167 -0.694 -0.499 0.425 0.665 -0.704
O 1.017 -6.789 -0.274 -0.784 -1.111 -0.235 -0.331
C 2.238 -6.077 -0.130 0.419 0.474 0.348 -0.783
O -0.531 -8.712 -0.219 0.636 0.756 0.132 -0.321
C -0.902 -10.080 -0.141 -0.091 -0.514 0.006 -0.738
H 2.530 -7.819 3.006 -0.170 0.043 -0.106 0.178
H 2.471 -9.566 2.685 0.006 0.038 -0.085 0.256
H 3.205 -8.467 1.499 -0.101 -0.083 -0.014 0.370
H 3.104 -6.737 -0.212 -0.123 -0.079 -0.047 0.234
H 2.249 -5.577 0.840 -0.019 -0.038 -0.023 0.387
H 2.298 -5.325 -0.915 -0.200 -0.119 0.056 0.416
H -0.987 -10.386 0.904 0.032 -0.007 -0.030 0.255
H -0.175 -10.712 -0.655 0.016 0.051 0.056 0.344
H -1.871 -10.201 -0.626 0.069 0.185 0.041 0.248
C 1.573 -4.790 6.215 0.401 -0.135 0.301 -0.659
O 0.275 -4.663 5.647 -0.113 -0.146 -0.446 -0.393
P 0.148 -4.457 4.061 -0.035 0.468 -0.709 0.679
O 1.177 -5.155 3.255 -0.418 0.231 0.748 -0.369
O 0.077 -2.879 3.870 -0.717 -1.255 -0.210 -0.102
C 1.257 -2.113 4.077 0.606 0.460 0.038 0.029
O -1.358 -4.885 3.760 0.697 0.805 0.264 -0.347
C -1.650 -6.273 3.722 -0.040 -0.577 -0.072 -0.484
H 1.663 -4.096 7.052 -0.119 -0.012 -0.064 0.257
H 1.700 -5.810 6.584 0.013 0.061 -0.044 0.274
H 2.364 -4.574 5.495 -0.084 -0.077 -0.014 0.293
H 2.159 -2.716 3.944 -0.051 -0.028 -0.069 0.280
H 1.242 -1.695 5.086 -0.012 -0.061 -0.033 0.256
H 1.276 -1.296 3.356 -0.130 -0.091 0.025 -0.326
H -1.714 -6.671 4.737 0.023 0.007 -0.019 0.271
H -0.889 -6.817 3.157 0.013 0.030 0.030 0.086
H -2.611 -6.408 3.226 0.066 0.188 0.049 0.246
C -2.228 11.015 -1.900 -0.392 0.164 0.398 -0.586
O -1.412 10.898 -3.060 0.125 -0.402 -0.335 -0.338
P -0.987 9.432 -3.553 -0.044 -0.646 -0.069 1.116
O -1.998 8.377 -3.326 0.541 0.900 0.015 -0.619
O 0.434 9.182 -2.876 -0.411 0.069 -1.103 -0.364
C 0.492 8.947 -1.476 0.030 -0.038 0.615 -0.477
O -0.577 9.667 -5.076 0.413 -0.024 1.032 -0.347
C -1.626 9.809 -6.022 -0.461 0.010 -0.355 -0.656
H -1.773 11.734 -1.217 0.057 -0.015 -0.131 0.242
H -3.213 11.382 -2.195 0.065 -0.064 0.029 0.261
H -2.348 10.065 -1.379 -0.041 0.019 -0.123 0.276
H -0.454 8.561 -1.089 0.057 -0.063 -0.051 0.195
H 0.743 9.880 -0.967 -0.036 -0.032 -0.012 0.235
H 1.273 8.214 -1.277 -0.077 0.049 -0.126 0.261
H -2.056 10.811 -5.958 -0.005 -0.042 0.018 0.260
H -2.403 9.060 -5.859 0.037 0.047 0.055 0.307
H -1.209 9.665 -7.019 0.126 0.019 0.166 0.229